162
Properties=species:S:1:pos:R:3:forces:R:3:lowdin_charge:R:1 method="wB97M-V/def2-TZVPD" gap_ev=7.083 homo_ev=-10.952 total_charge=+1 lumo_ev=-3.9 energy_ha=-6267.57624
H -6.36265 -6.21114 -8.84080 0.0048 -0.0063 0.0266 0.077
S -8.73013 -1.03315 1.62214 -0.1912 0.0999 -0.4993 0.563
H 1.98325 5.86402 -0.43110 0.0338 0.0550 -0.1598 0.123
H -0.64043 3.95784 0.93685 -0.1526 -0.1981 0.0324 0.080
O 4.85190 -1.86762 -2.72938 -0.6058 -0.0931 -0.6919 -0.266
C 7.18856 -2.81993 -0.16330 0.0028 -0.1991 0.0186 -0.127
O -7.64407 -1.96624 1.67641 0.0850 -0.0131 0.2494 -0.278
H -2.20511 -7.10224 -7.26049 -0.1407 -0.0023 -0.1783 0.122
H 2.78731 0.29065 4.61315 0.0824 -0.1035 0.0146 0.063
O 7.12882 -1.12301 -2.60804 0.7456 0.4233 -0.8714 -0.254
H 5.30743 -1.24726 -5.29815 0.0104 -0.3094 -0.2361 0.110
H 3.42676 2.29366 3.67139 0.2509 0.1404 -0.3249 0.066
H -9.56526 -3.59552 2.29365 0.0860 0.1046 -0.0538 0.114
C 2.09984 0.58055 -1.32736 -0.2144 -0.0048 -0.1634 -0.022
H 8.46875 0.10420 6.53445 -0.1995 0.1361 0.0482 0.123
O -10.03865 -2.10683 -2.90431 0.1496 0.1781 -0.0355 -0.284
S -11.04437 -2.76888 -3.67628 -0.3037 -0.2862 0.1490 0.561
C 0.38494 5.81616 0.97710 -1.4666 -0.7616 0.0429 -0.172
C -3.49326 3.48290 0.14713 0.6028 -0.7934 -0.5989 -0.193
H -9.93446 -5.94996 -4.51606 -0.2073 0.0294 0.1220 0.122
H 6.13249 4.01099 6.16097 0.0730 -0.0397 0.0112 0.086
H 4.92068 -0.68720 1.80519 -0.0050 -0.2034 -0.0594 0.081
C -8.65499 -0.11496 0.12893 -0.0970 0.0718 -0.1636 -0.112
N 0.74520 -1.10139 0.41419 0.1291 0.2140 -0.0764 0.113
H -5.32807 -4.98275 -9.63769 0.0233 -0.0027 0.0108 0.076
C 4.73194 2.40596 -1.53981 -0.2222 -0.6025 0.1396 -0.078
C 5.29094 0.61601 -3.23525 0.2044 -0.0346 0.4968 -0.208
H 9.46869 -5.31849 3.24293 0.0575 -0.0391 -0.0077 0.086
H -2.32686 -5.44371 -6.69417 -0.1278 0.0714 -0.0575 0.113
H 0.63802 5.89528 2.02345 0.4543 0.1617 -0.0240 0.088
H -9.89378 -4.50843 -5.51747 -0.0968 0.1182 0.0571 0.115
H 6.05862 1.27644 -3.62671 -0.0070 0.0229 -0.4448 0.119
C -3.19571 -6.91811 -5.36411 -0.2247 0.0814 0.0337 -0.074
H -11.20095 -3.47299 1.66466 0.0288 0.1244 -0.1770 0.118
H 5.56304 6.57722 1.64688 -0.0988 0.0875 0.3242 0.092
H 6.78340 -3.82871 -0.17050 -0.0076 0.0033 0.0562 0.086
C -9.75650 -4.87687 -4.49971 0.4492 -0.1616 -0.3269 -0.241
H 2.58098 1.22695 -2.04596 0.0771 0.1381 -0.0082 0.107
H 6.13989 0.81750 -1.32431 0.0971 -0.0759 0.2183 0.120
H -2.28130 -7.10127 -4.79933 0.0454 -0.0304 -0.0745 0.081
H -11.27392 -3.31525 4.12069 -0.0297 -0.0434 -0.0725 0.082
C -1.72386 5.25717 -0.39250 0.3367 -0.8313 0.6905 -0.200
H 5.84307 4.40920 4.45116 -0.0047 0.0450 -0.0231 0.044
C -4.77821 0.26243 1.31121 -0.6352 0.4504 0.7406 -0.231
C -2.85455 -6.39748 -6.74586 0.3926 -0.0366 0.3698 -0.249
S 3.61750 5.32889 1.97434 0.5548 1.3582 2.1634 0.703
C 4.39507 0.13220 2.28087 0.0988 0.2100 -0.0925 -0.027
H -3.68889 1.40496 2.67673 0.0906 0.1016 0.1502 0.112
H 3.39662 -0.19807 2.52627 -0.0537 -0.0062 -0.0341 0.047
C 2.28143 0.72060 0.04270 0.6978 -0.2629 -0.5049 -0.128
O -4.27209 -3.83029 -7.33239 0.0384 0.0758 0.2136 -0.273
H -3.76221 -7.84626 -5.43318 0.0569 -0.0391 -0.0072 0.086
H -2.47027 6.01972 -0.18908 0.0376 0.3449 -0.3041 0.120
C 1.96398 0.99630 4.57590 0.1451 -0.0386 -0.1632 -0.065
C -4.14824 1.58566 1.70519 0.2786 -0.5702 -0.2348 -0.165
C -0.93258 5.00701 0.89681 0.5611 0.0726 -0.0257 -0.207
H -11.75136 -1.75683 3.41694 -0.0433 -0.0458 -0.0077 0.085
H 3.83907 4.60942 -0.92993 -0.2362 0.4412 0.2371 0.170
O 9.16309 -3.82122 1.02394 -0.0647 -0.0731 -0.0545 -0.259
H 1.31485 2.72102 0.58242 -0.1527 0.0358 -0.0740 0.141
C 2.36467 2.30068 3.84652 -0.3034 -0.5172 0.7954 -0.155
C -5.96070 -5.20338 -8.78294 -0.0255 -0.0175 -0.0806 -0.118
H -8.13190 -3.52884 -4.01545 -0.0197 0.0074 -0.0408 0.073
C 10.03236 -4.38618 3.26269 -0.2266 0.0774 0.0321 -0.072
H -4.93964 2.31141 1.87623 -0.0999 0.1512 -0.1144 0.116
H -5.49954 0.02235 2.09243 -0.1306 -0.2216 0.0130 0.116
O 4.31906 4.52956 2.94265 -0.1337 -1.1416 -0.9512 -0.294
O 2.87127 6.40021 2.55409 -0.7258 0.1904 -0.6045 -0.261
H -1.02198 5.58013 -1.16150 -0.1344 0.2928 -0.2033 0.106
H 5.25094 2.86474 5.10848 -0.0648 -0.0624 -0.0148 0.062
H -7.81171 0.56546 0.21602 0.0676 -0.0755 0.0660 0.057
O -4.01399 -6.25984 -7.59538 -0.0480 -0.0656 -0.0512 -0.261
H -4.56917 0.55617 -1.74826 0.1018 0.2097 0.0896 0.082
H 0.97378 4.44679 -0.60370 -0.0008 -0.2436 -0.0386 0.129
H 0.17052 6.81009 0.59707 0.3082 0.2139 -0.0698 0.122
C 1.51191 2.60995 2.62585 0.5610 -0.1078 0.4704 -0.251
H -3.60746 4.20125 0.95474 -0.1592 0.0023 0.1795 0.112
O 7.69575 1.85413 5.86038 -0.0576 -0.0218 0.0463 -0.258
H 6.38032 -2.09501 -0.10587 0.0119 0.0208 0.0162 0.057
F 0.76350 3.75210 2.89940 -0.0076 0.2702 -0.0731 0.014
H -4.01345 -0.82404 -0.77588 0.1292 0.0284 0.1718 0.083
C -3.10731 2.11001 0.70352 -0.1260 0.8279 1.0942 -0.199
H 5.30615 1.28334 0.74927 0.0368 -0.0015 -0.2695 0.109
H -2.90395 1.40289 -0.09500 -0.0581 -0.0740 -0.1592 0.098
C -4.87356 -0.20565 -1.02834 -0.4201 -0.2435 -0.3883 -0.105
H 1.12865 0.48680 4.09861 -0.1334 -0.0183 -0.0196 0.072
H -7.62387 -5.10729 -4.60929 -0.0665 -0.0481 -0.0263 0.053
H 7.79515 -2.63605 -1.04036 0.0459 0.0128 0.0050 0.057
H -6.76953 -4.47953 -8.71103 0.0192 0.0257 0.0476 0.079
C 5.14229 0.93574 -1.73867 0.7915 0.2559 -0.1307 -0.221
H 10.39865 2.04312 5.15836 -0.0023 -0.0340 -0.0188 0.071
C 2.53628 4.31136 0.87167 0.8692 -0.7797 -1.7370 -0.308
H 4.73941 2.23988 2.04780 -0.0366 0.2827 0.0600 0.094
H -0.02773 -1.99963 -1.26853 -0.0813 -0.1748 0.1095 0.115
C 10.34290 -3.91996 1.85498 0.4191 -0.0107 0.3752 -0.242
H 10.95905 -4.54272 3.81497 0.0441 -0.0288 -0.0770 0.083
C 10.11298 1.36122 5.95767 -0.0343 0.2469 -0.0680 -0.070
C -2.43473 3.99116 -0.85255 -0.9950 0.6465 -0.4549 -0.211
H 0.77594 1.81803 2.53146 -0.0892 -0.1431 -0.2825 0.132
H -1.73485 3.20247 -1.12845 0.2239 -0.0922 0.1704 0.102
H 10.82713 0.53794 5.97226 -0.0634 -0.0584 0.0350 0.084
O -11.29887 -2.36239 -5.02386 0.1687 0.1207 -0.0821 -0.272
H -2.96818 4.24259 -1.77018 0.0958 -0.0434 -0.2298 0.106
H 4.89418 0.34013 3.21667 0.2735 -0.0545 0.2300 0.082
H -9.57956 0.44474 0.01340 -0.0430 -0.0548 0.0457 0.079
H 8.61199 0.31313 4.79822 -0.1002 0.0934 -0.1214 0.113
H 5.63326 2.99761 -1.37813 0.0435 0.1591 0.0604 0.148
C 4.46001 1.40272 1.41804 -0.1788 -0.3572 0.6638 -0.114
C -10.92821 -2.46061 3.53861 0.0992 0.1963 0.0351 -0.074
C 3.18576 1.80731 0.62537 -0.4714 1.0289 0.0291 -0.207
H -1.51416 5.17481 1.79811 -0.2398 0.0957 0.0086 0.120
C 2.16207 2.85012 1.25534 -0.7153 -0.0403 0.4617 -0.080
S 8.16983 -2.61315 1.27578 -0.0384 -0.3522 -0.1820 0.557
H 10.86723 -2.96316 1.85652 -0.1333 0.0654 -0.0605 0.115
O 8.59064 3.85848 4.74623 0.0984 0.0724 -0.2486 -0.265
O 6.12734 -1.43279 -4.81356 -0.0360 0.5284 -0.0518 -0.108
O -10.79369 -4.33366 -3.64924 -0.0195 -0.0397 0.1105 -0.263
H -12.37366 -3.25729 -1.80615 0.0299 0.0056 0.0000 0.072
S 7.55248 2.88119 4.66694 -0.2751 -0.1368 0.3492 0.562
S 5.89100 -1.06985 -3.30407 -0.4687 -0.3665 1.8951 0.571
O -8.95944 -0.13270 2.71089 0.1853 -0.0344 0.1651 -0.279
H 10.98441 -4.64243 1.35602 -0.1464 -0.0109 -0.1860 0.123
H -5.58712 -0.85279 -1.53670 -0.0895 -0.0745 -0.0833 0.086
C 1.43726 5.09989 0.13095 0.5810 1.5251 0.9068 -0.123
H 4.38922 6.83304 0.31876 -0.0514 0.2571 0.0678 0.078
H 2.18246 3.09423 4.56379 0.0910 0.4064 -0.1657 0.125
C -12.54717 -2.77273 -2.76306 -0.0815 -0.0214 0.0357 -0.119
H -10.14790 -1.95701 4.10622 0.0186 -0.0219 -0.0044 0.069
H 10.18343 1.90893 6.89742 0.0052 -0.0651 0.0295 0.087
H -8.50585 -0.79391 -0.70714 -0.0519 -0.0483 0.0237 0.070
C 6.03552 3.61088 5.15491 0.1129 0.0473 0.2987 -0.120
H 1.63367 -0.04449 1.92074 -0.1264 -0.1366 0.1488 0.093
H -4.04602 -0.54586 1.31963 0.1095 -0.0833 -0.3560 0.124
H 1.12683 -0.54233 -2.87120 -0.0814 -0.0316 -0.1554 0.113
H -13.30858 -3.29399 -3.33588 0.0153 -0.0130 -0.0165 0.076
O -5.83681 -5.37848 -6.19038 0.0202 0.1228 0.1189 -0.281
C -10.41998 -2.92538 2.18861 -0.0831 -0.3467 0.3589 -0.251
S -5.00959 -5.05630 -7.31232 -0.0352 -0.2102 -0.3899 0.569
O -5.51302 0.34271 0.10333 0.5851 -0.1156 -0.0935 -0.199
N 3.45860 3.95307 -0.25753 0.4005 -0.8385 0.0094 0.147
H -3.80136 -6.20522 -4.80714 0.0199 0.0215 -0.0038 0.069
H 1.67640 1.19212 5.60202 -0.1014 0.0436 0.1284 0.078
O -10.06972 -1.83234 1.31373 -0.0721 0.0419 -0.0398 -0.264
H -2.18136 2.26791 1.26086 0.3007 -0.2314 -0.1407 0.093
C 0.62891 -1.22504 -0.89980 -0.3205 -0.2298 -0.3269 -0.117
C 1.26648 -0.40459 -1.81324 0.1134 0.0698 0.2277 -0.025
O 8.90306 -1.38643 1.19286 -0.0242 0.1749 0.1859 -0.276
C 4.86573 6.10454 0.96816 -0.3590 -0.4394 -1.0591 -0.108
H -4.45099 3.35826 -0.35182 -0.2047 0.2297 -0.0126 0.114
H 9.43489 -3.65396 3.80292 0.0174 0.0258 -0.0008 0.067
C 8.71097 0.82361 5.75509 0.4652 -0.3470 -0.0036 -0.237
C 1.55546 -0.14569 0.85033 0.1169 0.0928 0.3708 -0.084
H 4.34150 0.71864 -3.75385 -0.0175 -0.1000 -0.2674 0.109
H -12.82956 -1.73332 -2.61192 0.0394 0.0213 -0.0313 0.078
O 7.34506 2.14814 3.44881 0.0608 0.0521 -0.1977 -0.289
H 4.52283 0.21798 -1.22117 -0.3185 -0.0389 -0.0993 0.100
C 3.77751 2.71448 -0.41857 -0.0411 0.0175 -0.3706 -0.109
H -8.25216 -4.92700 -2.95847 -0.0123 -0.0573 -0.0134 0.087
H 4.27805 2.79901 -2.45102 -0.1199 0.0791 -0.0912 0.138
H 5.40704 5.39809 0.34566 0.2120 -0.1580 0.1941 0.059
C -8.35903 -4.59368 -3.99133 -0.0119 0.1981 0.1791 -0.068
O 7.36501 -2.88932 2.42954 0.0103 0.2364 0.0579 -0.285

=====

59
Properties=species:S:1:pos:R:3:forces:R:3:lowdin_charge:R:1 method="wB97M-V/def2-TZVPD" gap_ev="4.516 / 4.284" homo_ev="-4.542 / -4.281" lumo_ev="0.0 / 0.0" energy_ha=-2467.85362
H 2.93395 0.87419 -1.06629 -0.4579 0.3779 0.5991 0.036
H 0.61564 2.83287 3.90175 -0.3583 -0.3513 -0.0209 0.045
C -2.65440 -1.44422 -2.42242 -0.7682 -0.3601 -0.0933 -0.290
C 2.16375 -2.62005 2.70525 -0.9625 -0.2752 0.2862 -0.100
C -0.68601 4.23275 -2.67525 -0.4719 1.3035 0.2992 -0.110
H 0.87381 4.15886 1.10645 -0.5602 -0.2529 -0.5996 0.090
H -3.89177 -3.40901 1.75681 0.4042 0.3118 -0.0818 0.103
H 2.56996 0.67555 -3.48725 0.4883 -0.5994 -1.1788 0.017
C 0.08370 3.39505 0.92819 -0.3953 0.1916 -0.5513 -0.302
C -0.91848 2.93421 -3.13569 0.1456 -0.1389 -1.3841 -0.088
P 0.70157 1.84380 1.67853 -0.6718 -0.0159 0.1601 0.801
H -2.25325 0.79804 1.39634 -2.8064 1.2224 2.0855 -0.122
H -1.01114 2.83543 -4.21715 -0.2467 -0.1069 0.0915 0.105
C -1.05084 -4.46891 3.27397 0.1885 0.7607 -0.2350 -0.040
H -0.65106 -5.23319 3.95377 -0.4115 0.2384 -0.3458 0.113
C -1.92404 -2.44118 1.55833 -0.4548 -0.2829 -0.0484 -0.095
H 2.86323 2.33268 0.79469 -0.1409 0.1360 1.2051 0.004
H 2.96081 1.40785 2.35802 0.0088 0.5026 -0.1964 0.047
H 0.33939 1.04598 3.94576 -0.1248 0.4480 -0.1816 0.046
C -0.91755 1.78010 -2.37511 0.5709 2.4554 -1.1123 -0.340
H -0.22576 5.40522 -0.80940 -0.0368 -0.8408 -0.7163 0.122
H 0.92601 -1.80868 -3.37429 0.0605 0.1947 0.1655 0.027
C 1.73159 -1.61365 1.85112 0.3319 0.8374 -1.2920 -0.157
H -1.66200 0.44006 -3.98227 -0.7771 -0.0545 0.8306 0.099
C 0.00612 -2.23666 -2.97241 0.4833 -0.4466 -0.2027 -0.251
H 2.51203 3.18395 2.40148 0.2910 -0.4771 -0.2435 0.051
H -0.06900 0.18385 -3.77491 -0.3760 1.2057 1.2569 0.088
H 4.14446 1.68165 -1.43475 -2.4290 0.7794 1.9931 0.129
C -0.55613 -2.43448 1.90698 0.4484 -0.5110 -0.8882 -0.151
H -0.82129 5.13695 -3.27977 0.1296 -0.7060 -0.2295 0.095
H 3.21397 -2.64226 2.97701 -0.1543 -0.0975 0.1325 0.099
C 0.10046 1.98466 3.41201 0.2713 0.0923 0.1640 -0.274
H 0.31644 -3.13551 -2.41793 -0.3344 0.4062 0.1357 0.051
C -0.33923 3.25469 -0.56939 0.2277 0.9798 0.8415 -0.315
C -0.98775 0.44047 -3.11531 2.4745 0.3630 -0.9507 -0.332
C -2.83402 -3.39812 2.02797 0.4240 0.2455 0.0373 -0.082
N -0.68521 1.98797 -1.03180 0.3126 -1.7062 1.4233 -0.037
C 0.44668 -1.47757 1.31786 -1.8509 -0.1770 1.0046 -0.199
H -3.04468 -5.16134 3.29166 -0.2154 0.1163 -0.1544 0.098
P -0.93619 -0.98651 -2.01664 -1.1778 -0.4294 0.3719 0.830
C -0.11992 -3.49728 2.80469 0.0333 0.5851 -0.3155 -0.172
H -0.78070 3.73382 1.51710 0.0049 -0.1931 -0.1232 0.088
O 3.28269 1.75609 -0.83146 3.0929 -1.4484 -3.4613 -0.120
O 2.76702 0.35387 -4.41190 -3.2697 3.0950 -0.2572 -0.143
Sc -1.08628 0.25071 0.49599 3.1259 -0.3670 -2.4410 0.465
H 1.60579 -4.35089 3.85281 -0.2980 0.2154 -0.2492 0.103
H -3.18076 -0.46919 -2.39139 -0.1068 -0.7030 0.3180 0.048
H -0.56531 -2.57396 -3.84257 -0.1244 0.0831 0.1209 0.044
C 1.24799 -3.55680 3.18946 0.8420 0.1888 -0.0636 -0.062
C -0.39818 4.43259 -1.32035 0.1025 -1.7031 0.7121 -0.057
H 0.34630 -0.88646 0.26147 1.3553 -2.0333 1.3395 -0.006
H -2.32082 -1.67824 0.86867 -0.0777 -0.3541 0.1739 0.041
H -0.99374 2.13086 3.41082 0.5149 -0.0916 0.0218 0.031
C -2.38092 -4.40247 2.89615 0.6926 -0.2732 0.2637 -0.101
H 2.05798 0.99567 -4.91009 2.6998 -2.4176 1.4852 0.121
C 2.46509 2.23918 1.82508 0.0128 -0.1558 0.1695 -0.269
H 2.43419 -0.88453 1.45975 0.3744 -0.1267 0.1319 0.082
H -2.62497 -1.71815 -3.49593 -0.4317 -0.2698 0.5569 0.043
H -3.13920 -2.21032 -1.76425 0.3795 0.6305 -0.7592 0.052